No. 1
DFT (ωB97M-V/def2-TZVPD) results for a 11-piece molecular cluster, C40H95F3N7O18S overall in a non-equilibrium geometry.

Geometry as ORCA input:
```
! RIJCOSX wB97M-V def2-TZVPD def2/J DEFGRID3
* xyz 0 2
C -3.016 2.680 18.011
F -3.597 3.792 18.542
F -1.727 2.803 17.804
F -3.128 1.682 18.918
S -3.925 2.115 16.433
O -3.141 0.936 16.008
O -5.354 1.896 16.751
O -3.694 3.161 15.470
C -1.404 0.017 12.979
C -2.360 -1.059 12.361
O -3.211 -1.672 13.384
O -0.292 -0.489 13.675
H -2.079 0.592 13.613
H -1.102 0.821 12.307
H -1.935 -1.807 11.692
H -3.123 -0.482 11.837
H -2.796 -2.462 13.738
H -0.532 -0.568 14.601
C -2.596 7.622 18.969
C -1.885 8.734 18.156
O -2.679 9.857 18.429
O -2.682 6.355 18.347
H -3.643 7.869 19.140
H -2.102 7.330 19.896
H -1.801 8.562 17.083
H -0.875 8.813 18.557
H -2.344 10.611 17.939
H -3.163 5.665 18.810
C -1.617 -1.020 17.639
C -2.874 -1.940 17.660
O -4.124 -1.357 17.473
O -1.157 -0.698 16.349
H -0.778 -1.502 18.142
H -1.781 -0.109 18.215
H -2.940 -2.507 18.588
H -2.762 -2.817 17.022
H -4.053 -0.872 16.648
H -1.756 -0.016 16.036
C 1.358 2.284 16.579
C 2.126 1.445 17.593
O 2.964 2.237 18.480
O 2.253 2.881 15.688
H 0.754 3.017 17.115
H 0.749 1.600 15.988
H 2.803 0.774 17.065
H 1.526 0.774 18.208
H 2.511 2.395 19.312
H 3.050 3.152 16.150
C -7.193 -0.814 18.869
C -7.966 -0.371 17.590
O -7.085 -0.464 16.440
O -6.496 -2.033 18.862
H -7.953 -0.831 19.650
H -6.500 -0.023 19.154
H -8.471 0.593 17.659
H -8.774 -1.072 17.378
H -6.361 0.126 16.661
H -5.634 -1.828 18.492
C -7.198 1.350 13.358
O -7.677 1.857 12.435
N -6.837 2.088 14.351
N -7.144 0.096 13.567
H -6.727 3.063 14.113
H -6.525 1.612 15.186
H -7.091 -0.098 14.556
H -7.465 -0.489 12.808
C -2.671 3.615 12.062
O -2.280 3.913 10.944
N -2.240 4.077 13.223
N -3.748 2.896 12.326
H -1.482 4.740 13.141
H -2.652 3.727 14.076
H -4.106 2.446 11.496
H -4.077 2.634 13.244
C -7.520 6.425 12.568
C -6.939 7.056 13.885
C -6.150 5.867 14.525
C -5.276 6.181 15.730
C -4.362 7.332 15.361
C -5.013 8.546 14.664
N -5.925 8.142 13.569
O -6.370 9.104 12.674
C -5.616 9.350 15.816
C -3.778 9.248 14.107
C -8.048 7.404 14.957
H -8.032 5.467 12.652
H -6.898 6.479 11.674
H -8.277 7.176 12.339
H -6.790 5.045 14.844
H -5.554 5.406 13.738
H -4.783 5.329 16.198
H -5.943 6.465 16.543
H -3.604 6.950 14.677
H -3.807 7.724 16.213
H -6.364 10.014 15.383
H -6.262 8.963 16.604
H -4.898 10.044 16.255
H -4.027 10.285 13.882
H -2.887 9.074 14.710
H -3.520 8.689 13.207
H -8.690 8.229 14.649
H -7.673 7.592 15.963
H -8.708 6.549 15.102
H -6.867 9.740 13.193
C -2.318 5.978 22.483
C -2.653 4.958 23.635
C -3.647 3.924 22.966
C -2.944 2.987 21.950
C -1.765 2.313 22.785
C -0.754 3.265 23.425
N -1.441 4.337 24.124
O -0.575 5.140 24.805
C 0.113 2.349 24.249
C 0.093 3.867 22.240
C -3.440 5.525 24.833
H -1.838 5.493 21.632
H -1.729 6.804 22.882
H -3.134 6.486 21.969
H -4.130 3.169 23.586
H -4.433 4.460 22.433
H -2.687 3.470 21.007
H -3.590 2.125 21.785
H -1.310 1.544 22.160
H -2.202 1.744 23.605
H 0.904 2.899 24.758
H -0.455 1.774 24.980
H 0.747 1.638 23.719
H -0.360 3.896 21.249
H 0.557 4.810 22.527
H 0.984 3.240 22.255
H -4.411 5.811 24.430
H -2.998 6.436 25.235
H -3.687 4.771 25.580
H -0.618 4.690 25.652
C -8.377 6.970 21.134
C -7.438 5.818 20.668
C -7.677 4.537 21.518
C -8.930 3.705 21.172
C -8.694 3.225 19.697
C -8.479 4.444 18.709
N -7.558 5.480 19.235
O -7.559 6.583 18.492
C -7.924 3.806 17.454
C -9.909 5.052 18.451
C -5.939 6.303 20.895
H -8.058 7.365 22.098
H -9.433 6.703 21.172
H -8.174 7.789 20.445
H -6.796 3.905 21.635
H -7.983 4.837 22.520
H -9.913 4.123 21.390
H -8.774 2.778 21.723
H -9.622 2.711 19.449
H -7.911 2.466 19.689
H -6.840 3.804 17.338
H -8.326 2.807 17.285
H -8.344 4.281 16.568
H -10.160 5.788 19.215
H -10.033 5.717 17.596
H -10.734 4.344 18.375
H -5.757 7.362 20.711
H -5.173 5.728 20.375
H -5.625 6.149 21.928
H -6.843 6.363 17.891
*
```

Summary:
E_HOMO (spin up / spin down): -7.817 / -7.817 eV
frontier orbital gap (spin up / spin down): 6.3 / 2.3 eV

---

No. 2
DFT (ωB97M-V/def2-TZVPD) results for C40H98BF4N5O4 as an isolated structure in a non-equilibrium geometry.

Geometry as ORCA input:
```
! RIJCOSX wB97M-V def2-TZVPD def2/J DEFGRID3
* xyz 4 1
C -5.173 -1.263 4.745
C -4.369 -1.540 3.385
N -3.988 -0.100 2.678
C -3.422 0.815 3.784
C -2.890 -0.197 1.529
C -3.366 -1.122 0.350
C -5.298 0.661 2.100
C -5.029 2.051 1.377
O -4.152 2.120 0.271
C -4.430 3.172 -0.531
H -5.936 -0.489 4.819
H -4.446 -1.191 5.555
H -5.758 -2.155 4.968
H -4.919 -2.057 2.599
H -3.401 -2.024 3.515
H -4.019 0.961 4.684
H -3.233 1.804 3.367
H -2.591 0.147 4.010
H -1.998 -0.495 2.080
H -2.578 0.811 1.256
H -4.204 -0.867 -0.298
H -3.617 -2.122 0.704
H -2.444 -1.408 -0.157
H -6.146 0.640 2.785
H -5.592 -0.065 1.342
H -4.790 2.727 2.198
H -6.050 2.305 1.089
H -3.778 3.981 -0.202
H -5.501 3.314 -0.674
H -4.077 2.826 -1.502
C 3.154 1.162 -0.818
C 2.882 0.384 0.397
N 3.564 -1.031 0.408
C 3.834 -1.420 1.936
C 2.511 -2.101 -0.125
C 2.867 -3.672 0.107
C 4.893 -1.221 -0.303
C 6.127 -0.246 -0.013
O 6.399 0.494 -1.276
C 7.590 1.280 -1.173
H 2.686 0.775 -1.723
H 4.189 1.404 -1.062
H 2.746 2.153 -0.619
H 1.805 0.254 0.509
H 3.232 0.938 1.268
H 4.037 -2.476 2.115
H 2.862 -1.344 2.422
H 4.535 -0.809 2.505
H 2.516 -1.975 -1.207
H 1.555 -1.753 0.268
H 2.842 -4.114 1.103
H 3.766 -3.967 -0.435
H 2.112 -4.249 -0.428
H 4.551 -1.192 -1.338
H 5.098 -2.242 0.018
H 7.004 -0.861 0.187
H 5.929 0.493 0.764
H 8.451 0.613 -1.137
H 7.656 1.881 -0.266
H 7.693 1.921 -2.048
C 1.899 3.199 3.793
C 1.668 4.287 2.738
N 1.028 3.773 1.427
C 1.764 2.604 0.738
C -0.344 3.248 1.928
C -1.404 2.904 0.798
C 0.766 5.011 0.461
C 1.950 5.964 0.276
O 3.103 5.316 0.043
C 4.162 6.298 0.087
H 0.958 2.904 4.257
H 2.618 3.295 4.607
H 2.304 2.280 3.371
H 2.615 4.811 2.609
H 1.017 5.022 3.210
H 2.743 2.985 0.447
H 1.183 2.317 -0.139
H 1.868 1.743 1.398
H -0.740 4.098 2.482
H -0.056 2.381 2.523
H -1.420 3.649 0.002
H -2.433 2.923 1.155
H -1.046 1.946 0.421
H -0.120 5.588 0.725
H 0.529 4.635 -0.534
H 1.980 6.601 1.161
H 1.706 6.606 -0.570
H 4.084 7.148 -0.590
H 5.085 5.792 -0.196
H 4.241 6.678 1.105
C -0.972 0.565 -1.236
C 0.057 -0.247 -2.125
N 0.111 0.139 -3.702
C -1.264 -0.049 -4.348
C 0.414 1.639 -3.917
C 0.177 2.220 -5.339
C 1.263 -0.723 -4.389
C 1.138 -2.263 -4.234
O 0.013 -2.628 -4.957
C -0.648 -3.919 -4.614
H -1.843 1.002 -1.723
H -0.363 1.414 -0.925
H -1.088 0.295 -0.186
H -0.222 -1.296 -2.218
H 1.107 -0.208 -1.835
H -1.142 -0.160 -5.425
H -1.979 0.665 -3.939
H -1.613 -1.063 -4.155
H 1.449 1.778 -3.603
H -0.205 2.224 -3.237
H -0.799 2.058 -5.795
H 0.882 1.775 -6.041
H 0.575 3.233 -5.391
H 2.178 -0.224 -4.069
H 1.164 -0.457 -5.441
H 1.183 -2.645 -3.214
H 2.131 -2.593 -4.541
H -0.992 -3.816 -3.585
H 0.000 -4.778 -4.790
H -1.493 -4.019 -5.296
C -4.987 -4.427 -0.418
C -3.735 -4.842 0.487
C -2.354 -4.873 -0.317
N -1.196 -4.105 0.375
C -0.971 -4.764 1.740
C -1.408 -2.559 0.492
C -0.266 -1.885 -0.217
C 0.847 -2.935 -0.546
C 0.015 -4.299 -0.518
H -5.005 -3.351 -0.587
H -5.921 -4.772 0.026
H -5.019 -4.893 -1.403
H -3.906 -5.818 0.942
H -3.737 -4.021 1.204
H -2.445 -4.388 -1.288
H -1.997 -5.903 -0.311
H -0.517 -5.733 1.531
H -1.893 -4.764 2.321
H -0.344 -4.079 2.312
H -1.237 -2.394 1.556
H -2.422 -2.223 0.273
H 0.140 -1.004 0.280
H -0.679 -1.515 -1.155
H 1.629 -2.849 0.208
H 1.222 -2.586 -1.508
H 0.670 -5.099 -0.174
H -0.079 -4.519 -1.581
B 0.524 0.047 1.763
F 1.321 0.621 2.732
F 0.456 0.880 0.655
F 1.173 -1.101 1.464
F -0.695 -0.090 2.341
*
```

Summary:
E_HOMO: -17.733 eV
frontier orbital gap: 9.6 eV